Density functional theory data (ωB97M-V/def2-TZVPD) for a cluster of 16 separate species, C51H134O16 in total.

* calculated total energy: -3226.9456 Ha
* HOMO-LUMO gap: 0.3620 Eh

```
! RIJCOSX wB97M-V def2-TZVPD def2/J DEFGRID3
* xyz 0 1
O 5.441 -0.013 -2.597
O 0.630 3.988 1.092
O 1.710 -0.100 0.719
O -1.411 0.519 5.308
O 1.061 8.137 -3.553
O -6.162 1.317 -1.367
O 2.373 -0.616 3.353
O 5.634 3.814 3.333
O 3.885 1.907 3.976
O -4.377 2.094 -6.463
O 2.774 -5.628 -1.367
O -4.246 -2.798 -4.864
O -2.027 -4.306 0.911
O -1.687 2.730 7.288
O 1.917 -0.182 -5.360
O -0.550 -2.320 7.010
C -2.861 -3.122 -4.576
C 1.596 3.257 1.783
C 1.410 5.939 -2.717
C 6.540 3.494 2.257
C 0.407 -5.252 -1.844
C 4.864 -5.021 -2.584
C 4.796 0.988 -3.408
C 6.447 2.053 1.678
C 4.485 -1.047 2.407
C -3.081 2.750 -4.654
C -6.647 1.225 -6.285
C -6.524 -3.679 -5.349
C 5.679 1.151 -4.606
C 4.593 -0.914 -1.888
C -1.648 4.578 0.924
C -0.469 0.696 0.169
C 3.327 -4.872 -2.396
C -5.100 -3.937 -4.834
C -3.150 -0.469 4.023
C -2.577 -0.256 5.420
C -5.241 1.081 -7.003
C -0.704 3.817 5.492
C 1.403 -0.887 6.705
C -7.161 0.329 -1.052
C 3.395 3.278 5.771
C 0.802 -2.298 6.598
C 1.565 -5.009 -0.859
C -1.942 3.789 6.447
C -0.814 -5.823 2.516
C 3.917 1.888 5.426
C 1.540 -1.291 -6.176
C 1.313 1.073 -5.689
C -2.562 -3.636 7.791
C 3.314 -1.576 3.265
C 2.548 2.859 0.705
C -3.384 -3.098 -0.709
C -4.443 2.904 -0.716
C 0.380 -0.526 0.642
C 0.982 1.749 -4.327
C -5.102 1.495 -0.481
C 5.479 -1.821 -1.062
C -1.852 -4.644 2.321
C -0.542 4.276 1.911
C 5.224 1.491 6.047
C -3.112 -3.391 0.780
C -2.104 -1.851 -4.774
C -7.601 -0.180 -2.406
C -1.033 -3.597 7.442
C 2.191 -2.617 -5.762
C 0.665 6.821 -3.662
C -3.236 1.684 -5.688
H -3.493 0.738 -5.211
H 3.168 -2.788 -6.213
H -8.098 0.562 -3.031
H -2.516 -1.030 -4.187
H -2.915 -2.481 1.346
H -5.383 1.461 0.571
H -7.059 -4.618 -5.208
H 4.724 1.971 -2.943
H -0.819 -6.210 3.535
H 0.672 -2.501 5.535
H -1.015 -6.730 1.945
H -0.669 -0.010 5.612
H -2.515 -3.100 -1.366
H -2.513 -3.885 -5.273
H -4.832 0.083 -6.844
H 5.101 -6.067 -2.779
H -0.701 4.725 4.888
H -3.969 -3.815 1.303
H -0.844 -4.314 6.643
H 0.454 -1.317 -6.089
H -1.445 -3.813 2.898
H 5.332 -1.732 2.430
H 3.578 3.470 6.828
H 1.738 -1.094 -7.230
H 2.491 -0.920 6.659
H 3.796 4.115 5.199
H 5.678 0.680 5.477
H 2.143 2.382 -0.187
H -0.599 -3.895 8.396
H -4.954 3.829 -0.448
H -2.327 1.592 -6.282
H 3.163 3.689 0.357
H -1.290 5.475 0.418
H -2.240 2.675 -3.965
H -5.367 1.156 -8.083
H 2.838 -5.118 -3.339
H 4.954 -2.642 -0.573
H 0.291 -6.286 -2.171
H -7.479 1.019 -6.959
H 1.540 -3.416 -6.118
H 0.348 0.954 -6.181
H -2.931 3.707 5.995
H 0.736 6.626 -4.732
H 5.386 -4.627 -1.712
H -2.733 -2.887 8.565
H 0.252 3.673 5.995
H 5.468 1.903 1.224
H 1.326 4.881 -2.963
H -3.173 0.441 6.008
H -0.435 1.614 0.756
H 6.494 4.234 1.458
H 1.927 1.767 -6.264
H 4.557 2.519 3.666
H -1.890 1.877 6.897
H -5.175 -4.288 -3.805
H 7.045 1.946 0.773
H 2.398 -2.830 -4.713
H 2.951 -2.433 2.698
H -4.224 -0.508 4.205
H -2.805 -1.480 3.804
H -4.588 0.541 -0.600
H 5.782 0.216 -5.156
H -7.024 -3.024 -4.636
H -0.406 6.845 -3.464
H -6.675 -3.348 -6.377
H -3.544 2.817 -0.105
H 2.471 6.167 -2.609
H -0.268 1.059 -0.839
H -6.674 2.271 -5.979
H 3.225 1.153 5.837
H 4.129 -0.930 1.383
H -1.627 3.769 0.194
H 3.625 -1.845 4.275
H 4.014 -1.533 -2.573
H -2.551 -1.206 5.954
H 5.063 1.138 7.066
H 2.129 3.848 2.527
H 2.055 -0.361 1.576
H 3.919 -0.336 -1.257
H 1.601 -4.016 -0.412
H -0.682 2.985 4.788
H 0.571 1.023 -3.626
H 1.347 -3.005 7.223
H -7.975 0.765 -0.473
H 6.599 1.228 2.374
H -6.728 -0.583 -2.918
H -3.974 -2.212 -0.945
H 1.353 -0.553 7.742
H 5.367 2.006 -5.207
H 1.261 -5.553 0.036
H 0.556 -4.558 -2.671
H -6.736 -0.466 -0.440
H 2.756 0.070 3.904
H 4.860 -0.043 2.608
H -2.086 -1.572 -5.827
H 1.196 2.361 2.259
H 0.993 -0.203 5.962
H 3.115 -3.804 -2.340
H -0.349 5.065 2.638
H 5.881 2.331 5.826
H 0.045 -0.870 1.621
H -1.547 0.559 0.245
H -6.688 0.598 -5.394
H -0.819 3.400 2.496
H 5.664 4.751 3.539
H -3.112 -3.312 6.907
H -3.846 -4.021 -1.061
H -4.739 -4.710 -5.512
H -3.032 3.696 -5.194
H -3.970 2.789 -4.025
H 6.241 -2.307 -1.672
H -0.533 -4.961 -1.376
H -1.089 -1.948 -4.390
H 0.250 2.522 -4.562
H 5.227 -4.331 -3.346
H -2.819 -5.012 2.664
H 6.703 1.372 -4.303
H 0.300 8.603 -3.904
H -2.843 0.249 3.262
H -1.922 4.625 7.147
H -2.820 -4.639 8.131
H 0.200 -5.521 2.255
H 0.900 6.077 -1.764
H 0.265 -1.293 -0.124
H 1.898 2.196 -3.943
H 2.311 3.293 5.661
H 3.842 0.820 -3.907
H -2.891 -3.589 -3.592
H 3.224 2.217 1.270
H 6.094 -1.357 -0.291
H 7.521 3.815 2.607
H -4.254 2.992 -1.785
H -2.680 4.587 1.274
H -8.144 -1.119 -2.297
*
```